A molecular structure, C31H26F10FeGeN6S. Source: OMol25; level of theory: ωB97M-V/def2-TZVPD.

```
76
C31H26F10FeGeN6S | OMol25 | ωB97M-V/def2-TZVPD
Ge -1.4736 -1.3911 0.4825
Fe -0.2004 0.5404 1.1227
S 2.6421 1.6392 -2.0747
F 5.9753 1.5808 2.5003
F -0.0225 3.9878 -4.4729
F 1.5292 -0.4592 0.1934
F 3.5810 2.6171 3.1122
F 6.2075 -0.5264 0.8073
F 3.9539 -1.5912 -0.3230
F -0.2993 4.2868 -1.9070
F 0.1162 1.6542 -5.7125
F -1.7605 -0.0039 -2.0534
F -0.1309 -0.6714 -4.2679
N -0.5673 1.8821 -0.2532
N 1.1707 1.4201 1.9892
N 0.1758 -1.0323 3.0079
N 3.9185 -0.3457 -3.2929
N -1.3969 1.5879 2.3269
N 5.1546 1.5288 -2.8782
C -0.1088 1.6403 -4.4097
C 0.6022 -4.9086 -1.9548
C 3.6397 1.5668 2.2827
C -0.6961 -2.8846 -1.9287
C -0.5440 -1.5415 2.2507
C 3.9781 0.8949 -2.7941
C -0.1907 2.9190 -3.7296
C -0.5705 1.8676 3.5387
C -0.6320 -2.8390 -0.5368
C -6.0486 -2.3215 1.2820
C 0.0445 -3.8565 0.1369
C -5.1114 -2.6097 2.2637
C -0.4576 1.8828 -1.5363
C -5.6416 -1.7731 0.0748
C -4.2972 -1.5064 -0.1484
C 2.4699 1.0341 1.7405
C -0.2200 0.5278 -3.7022
C 0.6585 -4.8815 -0.5688
C -0.0829 -3.9129 -2.6343
C -3.3481 -1.7923 0.8334
C -3.7662 -2.3470 2.0422
C -1.7361 2.8503 1.6201
C 0.8249 2.2879 3.1128
C -2.6559 0.9337 2.7453
C 2.6560 -0.0164 0.8452
C 4.8833 1.0441 1.9687
C -0.4723 0.5243 -2.2340
C -0.7938 3.1433 0.4738
C 3.8680 -0.5756 0.5353
C 5.0059 -0.0332 1.1072
C -0.3569 3.0432 -2.4012
H -1.7314 3.6885 2.3205
H -2.4274 0.0301 3.3046
H 5.9488 1.1348 -3.3538
H 4.7194 -0.8059 -3.6918
H -3.2368 0.6672 1.8655
H 5.1997 2.4865 -2.5778
H -5.4256 -3.0457 3.2031
H -3.2376 1.6070 3.3805
H 1.1793 -5.6635 -0.0319
H 1.0775 -5.7126 -2.5010
H 3.0739 -0.8763 -3.1729
H -1.0545 2.6245 4.1624
H 0.0986 -3.8552 1.2186
H -2.7485 2.7499 1.2309
H 0.8479 3.3391 2.8035
H -0.5042 0.9388 4.0963
H -1.2521 3.9066 -0.1420
H -0.1602 -3.9413 -3.7140
H -3.9947 -1.0779 -1.0972
H 0.1729 3.5104 0.8134
H 0.2454 -0.1375 -1.7474
H -3.0436 -2.5893 2.8131
H -7.0959 -2.5302 1.4559
H 1.5088 2.1946 3.9561
H -1.2645 -2.1530 -2.4808
H -6.3693 -1.5539 -0.6955
```

Properties
LUMO (spin up / spin down), eV: -4.074 / -4.312
2S+1: 2
Orbital gap (spin up / spin down), Eh: 0.2434 / 0.2310
HOMO (spin up / spin down), eV: -10.70 / -10.60
Net charge: +1

A molecular structure, C14H12F6N2O4S. Source: OMol25; level of theory: ωB97M-V/def2-TZVPD.

```
39
C14H12F6N2O4S | OMol25 | ωB97M-V/def2-TZVPD
S -0.2801 3.2475 -1.7883
F -1.8737 6.2182 -3.0565
F -4.0438 4.5470 -2.7169
F -4.5321 5.0848 -0.6528
F -0.9701 7.4464 -1.5021
F -3.0895 6.9933 -1.4334
F -4.5353 3.0038 -1.2686
O -0.2979 4.8208 -1.5332
O 0.3939 2.9854 -3.0012
O -1.8810 3.0944 -1.9205
O 0.0968 2.5903 -0.5797
N 1.9622 -5.0640 1.3869
N -1.4120 -1.4265 0.3587
C 3.0868 -4.5150 3.4292
C 3.8621 -6.3376 2.1022
C -3.9182 4.1913 -1.4343
C 3.9875 -5.5488 3.2341
C -0.4931 -0.5112 0.0530
C 2.8372 -6.0529 1.2133
C 0.7615 -0.8202 -0.4505
C -1.8930 6.4983 -1.7529
C -1.5406 5.2608 -0.9277
C 2.0960 -4.3170 2.4797
C -2.4558 4.0163 -1.0250
C 1.0819 -2.1539 -0.6456
C -1.0857 -2.7040 0.1621
C 0.1404 -3.1208 -0.3333
H 1.3684 -3.5196 2.5926
H 1.4649 -0.0321 -0.6820
H -0.7807 0.5167 0.2211
H 3.1485 -3.8745 4.2980
H -1.8515 -3.4275 0.4205
H -1.2705 5.4600 0.0969
H 4.7749 -5.7370 3.9525
H 4.5430 -7.1553 1.9106
H 2.0525 -2.4374 -1.0328
H -2.5120 3.5925 -0.0247
H 0.3524 -4.1689 -0.4625
H 2.7054 -6.6439 0.3133
```

Properties
LUMO, eV: 0.452
Orbital gap, Eh: 0.3578
HOMO, eV: -9.28
Net charge: 0

C5H8O2 in the gas phase. Source: OMol25; level of theory: ωB97M-V/def2-TZVPD.

```
15
C5H8O2 | OMol25 | ωB97M-V/def2-TZVPD
O -2.1512 1.5008 -0.5884
O 3.0260 0.0489 -0.2887
C 2.2368 -0.5333 0.3504
C -0.1241 -0.6742 0.9072
C 1.3113 -1.1662 1.0526
C 0.0072 0.3770 -0.2014
C -1.0931 0.7649 -1.1504
H 0.4527 1.2773 0.2407
H -0.4800 -0.2545 1.8593
H 0.7153 -0.0933 -0.8909
H -0.8272 -1.4745 0.6311
H -2.6858 0.8791 -0.0838
H -0.6188 1.4098 -1.9004
H 1.6672 -1.9216 1.7382
H -1.4365 -0.1404 -1.6756
```

Properties
SMILES: O=C=CCCCO
LUMO, eV: 0.735
Orbital gap, Eh: 0.3556
Relative energy (zero: lowest compared OMol25 entry of this formula, charge and spin), kcal per mole: 43.64
HOMO, eV: -8.94
Net charge: 0

A molecular structure, C44H74BInN8P2. Source: OMol25; level of theory: ωB97M-V/def2-TZVPD.

```
130
C44H74BInN8P2 | OMol25 | ωB97M-V/def2-TZVPD
In -0.0815 -0.6380 -1.7215
P 3.2442 0.4424 -1.2339
P -3.0585 0.2516 -1.4129
N -0.1738 -2.2755 0.2467
N 0.4353 3.3487 -0.9686
N 0.7009 -4.1382 1.4474
N -0.9073 -0.3721 1.4541
N 0.7607 -4.0672 -0.8622
N 0.4881 3.8125 1.3125
N 1.4607 0.2060 0.9336
N -0.5168 1.8237 0.5354
C -0.0662 -4.0484 -2.0560
C 4.4519 1.6875 -0.4999
C 5.0255 -1.8556 -1.0813
C -2.9922 -2.1871 2.8175
C -3.2447 -1.4964 -3.5476
C 4.2125 -0.9625 -2.0247
C -5.6453 1.5895 -1.3742
C 2.6240 -0.4001 0.2967
C -0.3903 -0.4554 3.9912
C 5.1310 -0.3713 -3.0990
C -3.2816 0.0854 0.4245
C -1.0590 -1.8258 1.2033
C -4.1935 1.6891 -1.8710
C -1.6777 1.8493 1.3078
C -0.0292 -0.2656 2.6701
C 1.0090 -3.4705 2.6968
C -2.2015 0.4562 1.5103
C -3.6015 2.9671 -1.2631
C 1.9367 -0.2815 4.5884
C -3.3847 -2.5344 -1.3070
C 0.6084 -0.4501 4.9557
C 1.9112 -4.9513 -0.9467
C 4.8440 2.6754 -1.6040
C 1.2922 -0.0600 2.2890
C -4.1723 1.8409 -3.3947
C 0.6030 5.2703 1.2238
C 0.1636 3.0228 0.2909
C 3.1878 -1.8526 -2.7356
C 0.6560 3.3253 2.6802
C -3.4151 -0.9672 3.2367
C -3.5897 1.4591 3.3107
C -2.3095 2.9202 1.8458
C 1.3965 4.3784 -1.3768
C -3.0008 0.3144 2.7854
C 2.2883 -0.0875 3.2637
C -3.3237 2.7214 2.8187
C -0.1044 2.6326 -2.1197
C 0.3797 -3.4809 0.3047
C -5.3498 -1.3625 -2.2215
C 5.7191 1.1332 0.1494
C -3.8236 -1.3245 -2.1347
C 3.6714 2.4467 0.5837
C -1.9932 -2.5485 1.8498
C 0.5295 -5.5811 1.5617
B 0.0857 0.4241 0.4057
H -3.6122 -0.9270 0.6432
H -3.6225 2.9461 -0.1757
H 5.4270 3.4918 -1.1749
H -5.7449 -0.6666 -2.9563
H 5.5145 -1.1795 -3.7236
H -0.1758 3.6624 3.2980
H -4.0006 -2.6685 -0.4185
H 5.4516 2.2109 -2.3771
H 3.4466 -0.4041 1.0135
H -6.0510 2.5966 -1.2738
H 1.6400 5.5911 1.1440
H 5.9900 0.1445 -2.6744
H -2.5833 3.1563 -1.5915
H 2.6607 -1.3152 -3.5273
H -0.9447 -3.4303 -1.8998
H 0.4957 -3.6665 -2.9126
H -1.9814 -3.6016 1.5902
H 1.5857 3.7450 3.0643
H 5.5442 -2.6100 -1.6769
H 4.3908 -2.3905 -0.3744
H -4.1741 -0.9593 4.0096
H 4.5984 0.3239 -3.7500
H 0.1473 -3.4394 3.3687
H 3.3248 0.0580 2.9966
H 0.7207 2.2456 2.7058
H 1.6274 -6.0050 -0.9808
H -0.9285 1.9890 -1.8260
H 2.7080 -0.2929 5.3451
H 0.0475 -5.9791 0.6746
H -3.4980 -3.4326 -1.9173
H -3.4115 -0.6320 -4.1864
H 6.2561 1.9548 0.6288
H -4.6651 1.0158 -3.9037
H 2.5747 -4.7841 -0.1023
H -5.6458 -2.3644 -2.5391
H 0.0202 5.6538 0.3915
H -4.2098 3.8137 -1.5841
H -0.4595 3.3676 -2.8429
H 2.1709 4.5111 -0.6302
H -3.4940 -3.0349 3.2649
H 3.9663 3.1001 -2.0896
H -5.8277 -1.1704 -1.2616
H 1.4809 -6.0915 1.7168
H -4.1183 0.7307 0.7090
H 2.4194 -1.4539 0.0635
H 4.2019 3.3695 0.8267
H 2.4509 -2.2708 -2.0426
H 1.8127 -4.0226 3.1855
H -0.3975 -5.0645 -2.2904
H 0.8984 5.3231 -1.5876
H -1.4078 -0.6272 4.2868
H -0.1145 -5.7847 2.4200
H -6.2865 1.0547 -2.0681
H 0.3425 -0.5901 5.9923
H 0.7048 2.0515 -2.5697
H 6.3990 0.6829 -0.5704
H 1.8676 4.0249 -2.2912
H -4.7076 2.7518 -3.6661
H -2.0151 3.9284 1.5910
H -3.8323 3.5780 3.2339
H -5.7432 1.1133 -0.3987
H 2.4503 -4.7168 -1.8656
H 2.6640 2.6981 0.2565
H 3.5770 1.8692 1.5020
H 5.7808 -1.3159 -0.5201
H -3.7182 -2.3566 -4.0233
H 3.7102 -2.6949 -3.1951
H -2.1661 -1.6825 -3.5273
H -2.3457 -2.4762 -0.9866
H -3.1541 1.9251 -3.7815
H -4.2988 1.3406 4.1182
H 0.1851 5.6762 2.1442
H 5.5002 0.3998 0.9268
H 1.3517 -2.4562 2.5080
```

Properties
LUMO (spin up / spin down), eV: -5.761 / -5.855
Orbital gap (spin up / spin down), Eh: 0.2083 / 0.2142
HOMO (spin up / spin down), eV: -11.43 / -11.68
Net charge: +2

2 unconnected molecules or ions with the total composition CH7N3O3. Source: OMol25; level of theory: ωB97M-V/def2-TZVPD.

```
14
CH7N3O3 | OMol25 | ωB97M-V/def2-TZVPD
O 0.1032 -1.2864 -0.1165
O -1.2175 1.2211 0.8807
O 0.8320 1.3812 -0.1575
N -0.8516 -1.9162 -0.8198
N -0.6992 1.6642 2.1559
N 1.6876 0.7264 -1.0838
C -0.3844 1.0715 -0.1612
H -0.6461 -2.7742 -1.3248
H 2.6402 0.9730 -0.8840
H 1.5674 -0.3075 -0.9628
H -1.4420 1.7878 2.8296
H -0.2330 0.9396 2.5255
H -1.6415 -1.9288 -0.1951
H -0.8961 0.5974 -0.9815
```

Properties
LUMO (spin up / spin down), eV: 0.522 / 0.523
Orbital gap (spin up / spin down), Eh: 0.2414 / 0.2415
Relative energy (zero: lowest compared OMol25 entry of this formula, charge and spin), kcal per mole: 175.80
HOMO (spin up / spin down), eV: -6.05 / -6.05
Net charge: 0

- The highest net charge belongs to which entry?
  C44H74BInN8P2